Entry from the OMol25 dataset: 2 unconnected molecules or ions with the total composition C3H3N at a distorted geometry (ωB97M-V/def2-TZVPD).

Each line ends with the Mulliken spin population.
Geometry (Å):
1 N 2.05423 1.00908 -0.09966  0.185
2 C -1.28047 0.54120 -0.04402  0.039
3 C 1.92467 -0.13873 0.03119  1.758
4 C -1.59390 -0.42741 0.56804  -0.012
5 H -1.23450 1.48743 -0.57055  -0.007
6 H 1.98490 1.97083 -0.37203  0.040
7 H -1.71181 -1.34941 1.06792  -0.004

Computed properties:
energy	-170.5131	hartree
expectation value of S²	2.015
HOMO-LUMO gap (spin up / spin down)	6.7 / 7.6	eV
multiplicity	3
net charge	0